Density functional theory data (ωB97M-V/def2-TZVPD) for 7 unconnected molecules or ions with the total composition C32H37F2IN10O4P in a non-equilibrium geometry.

## Properties
Charge: +1
E_HOMO in eV: -9.4
Spin multiplicity: 1

Geometry (Å):
I: 1.175 -0.729 2.294
P: -3.449 1.275 -1.620
F: -0.038 4.633 -0.545
F: 2.009 3.371 -3.189
O: -0.888 4.996 -2.772
O: -4.204 2.557 -0.660
O: 1.010 1.329 -4.063
O: -4.311 -0.232 -1.310
N: 5.612 5.634 1.333
N: -0.302 2.650 -2.324
N: -3.414 1.648 -3.195
N: 0.163 0.228 0.775
N: 1.522 7.104 -0.771
N: -6.743 -2.521 -1.485
N: 2.893 -1.355 5.559
N: -8.642 -6.537 0.741
N: -0.382 1.753 -1.272
N: 3.700 -4.639 -3.981
C: 3.680 -0.729 7.541
C: 3.780 -0.560 -1.735
C: 5.910 -4.442 -4.119
C: 4.233 -5.785 -3.451
C: -8.176 -4.215 -1.622
C: 6.627 6.456 0.918
C: 4.259 -1.344 5.456
C: 2.652 7.578 -1.385
C: -9.464 -7.484 0.186
C: 0.641 1.225 -0.290
C: 2.849 7.879 0.835
C: -8.704 -6.627 2.107
C: -1.680 1.057 -0.841
C: -1.341 0.078 0.467
C: -6.926 -4.640 -2.131
C: 7.822 5.831 1.195
C: 1.631 7.288 0.583
C: 4.715 -3.816 -4.395
C: -10.064 -8.180 1.212
C: -6.059 -3.575 -2.032
C: 2.530 -0.977 6.826
C: -8.034 -2.903 -1.227
C: -0.391 4.093 -1.881
C: -9.583 -7.637 2.428
C: 4.775 -0.961 6.674
C: 6.145 4.488 1.863
C: 3.099 0.433 -0.968
C: 0.870 2.384 -3.243
C: 7.517 4.584 1.792
C: 3.495 8.063 -0.411
C: 2.225 1.644 -0.215
C: 5.605 -5.688 -3.521
H: 5.504 3.704 2.245
H: 4.470 8.502 -0.579
H: 1.488 -0.917 7.109
H: -10.771 -8.991 1.097
H: -9.552 -7.580 -0.888
H: 6.413 7.415 0.464
H: -4.882 2.170 -0.031
H: -9.848 -7.951 3.429
H: 0.732 6.684 -1.243
H: 4.027 -1.539 -2.368
H: 2.759 7.529 -2.461
H: 3.593 -6.569 -3.069
H: 2.560 1.647 0.912
H: 2.252 -1.604 4.817
H: 3.231 8.149 1.811
H: -2.155 -0.559 1.024
H: 6.895 -4.045 -4.326
H: 8.222 3.838 2.134
H: -8.077 -5.877 0.223
H: -6.356 -1.604 -1.300
H: 4.501 -2.858 -4.850
H: 8.807 6.228 0.988
H: 3.726 -0.414 8.576
H: -5.016 -3.477 -2.304
H: 5.826 -0.859 6.912
H: 4.624 5.840 1.259
H: -8.120 -5.965 2.732
H: 6.310 -6.435 -3.179
H: 2.485 2.684 -0.691
H: 4.747 -1.609 4.528
H: -8.739 -2.211 -0.786
H: 0.835 6.982 1.249
H: 2.713 -4.433 -4.055
H: -9.082 -4.802 -1.550
H: -3.833 -1.010 -1.769
H: -6.684 -5.618 -2.527
H: -3.953 0.870 -3.669

Forces on atoms 1 to 6 (eV/Å):
I -0.14 0.54 -0.74
P -1.94 0.51 -1.96
F -0.92 -3.11 -3.99
F -4.36 -2.83 0.32
O 4.08 -7.09 6.86
O 0.96 -3.99 -0.81



Density functional theory data (ωB97M-V/def2-TZVPD) for 2 unconnected molecules or ions with the total composition CH6N2O in a non-equilibrium geometry.

## Properties
Structure (SMILES): [H]/N=C/N.O
Energy above the lowest of the compared OMol25 structures with the same formula, charge and spin in kcal/mol: 23.51
E_HOMO in eV: -9.3
Spin multiplicity: 1

Geometry (Å):
O: -0.509 2.383 -0.429
N: -0.463 -0.567 -1.003
N: 0.676 -0.723 1.005
C: 0.348 -1.170 -0.218
H: 0.281 0.131 1.357
H: -0.292 -0.920 -1.943
H: -1.197 2.866 0.038
H: 0.521 -2.234 -0.391
H: 1.180 -1.236 1.706
H: -0.545 1.470 -0.122

Forces on atoms 1 to 6 (eV/Å):
O 0.17 0.40 0.22
N 1.30 1.02 -0.05
N 0.14 0.40 1.02
C -1.64 -1.16 0.00
H -0.03 0.26 -0.25
H -0.86 -0.32 0.12



Density functional theory data (ωB97M-V/def2-TZVPD) for a molecular structure, C46H53EuN6O2S2 in a non-equilibrium geometry.

## Properties
Expectation value of S²: 15.840
Charge: -1
E_HOMO (alpha / beta) in eV: -1.9 / -3.7
Spin multiplicity: 8

Geometry (Å):
Eu: 0.172 0.173 -0.090
S: 2.227 -3.474 -0.241
S: -0.386 -4.885 0.062
O: -1.976 -0.345 0.020
O: -4.429 0.406 0.192
N: -0.539 2.374 -0.100
N: 0.740 0.762 1.982
N: 0.930 0.926 -2.137
N: -0.175 -2.274 -0.062
N: 2.387 -0.471 -0.051
N: -1.526 -2.587 0.027
C: 5.715 -1.362 -1.443
C: 4.501 -1.165 -0.601
C: -2.935 5.642 1.964
C: 4.380 -1.276 0.756
C: 2.180 -0.131 -5.484
C: 2.360 -1.000 2.306
C: -0.774 0.270 3.635
C: 1.775 0.204 -2.927
C: -0.712 3.209 -1.154
C: -0.528 2.839 -2.491
C: 1.129 -0.390 2.605
C: 0.512 1.445 -4.334
C: -1.173 4.438 0.683
C: 1.117 -5.918 -0.171
C: -1.442 5.535 1.657
C: 0.166 -0.730 3.632
C: -0.863 3.067 1.032
C: 0.198 1.742 -2.950
C: 5.411 -1.729 1.735
C: 0.162 6.202 -2.002
C: 3.228 -0.680 -1.095
C: 2.872 -0.508 -2.438
C: -0.393 1.205 2.599
C: 3.434 0.665 -5.849
C: 0.137 -2.016 4.389
C: -1.097 4.522 -0.678
C: 3.031 -0.869 1.087
C: -3.217 -0.043 3.461
C: 5.363 -3.248 1.909
C: -0.404 -3.143 3.501
C: 0.500 -3.370 -0.077
C: -2.059 0.343 4.387
C: -3.800 -1.914 0.050
C: -4.225 -3.240 -0.050
C: -2.360 -1.579 0.038
C: -0.973 2.444 2.277
C: -6.521 -2.541 0.045
C: 6.312 -0.007 -1.836
C: -4.767 -0.893 0.128
C: -6.122 -1.227 0.139
C: -0.152 2.079 -5.510
C: -1.221 5.729 -1.545
C: -1.561 1.523 -5.726
C: 1.481 0.485 -4.320
C: 2.275 -5.174 0.442
C: -5.570 -3.552 -0.059
H: -3.492 5.833 1.050
H: 3.168 1.689 -6.101
H: 4.389 -3.555 2.280
H: 0.448 1.902 -6.404
H: -1.400 -2.899 3.134
H: 0.076 7.063 -2.662
H: 3.551 -0.918 -3.171
H: 1.143 -2.276 4.728
H: 6.403 -1.438 1.384
H: 1.265 -6.064 -1.242
H: -1.087 6.482 1.243
H: 5.246 -1.241 2.697
H: 2.173 -5.101 1.526
H: -1.554 2.932 3.048
H: 4.125 0.699 -5.011
H: -2.037 -0.333 5.244
H: -2.027 2.006 -6.583
H: 6.615 0.540 -0.946
H: 2.807 -1.619 3.073
H: -6.842 -0.425 0.212
H: -3.477 -4.013 -0.123
H: 3.937 0.214 -6.700
H: -1.832 5.494 -2.420
H: -3.121 6.452 2.665
H: -0.503 -1.917 5.269
H: -0.462 -4.079 4.055
H: -0.885 5.348 2.578
H: 6.460 -1.941 -0.895
H: 0.244 -3.283 2.637
H: -0.213 3.158 -5.353
H: -4.166 -0.017 3.994
H: 0.766 6.485 -1.143
H: 5.576 0.593 -2.366
H: -7.575 -2.787 0.049
H: 5.530 -3.740 0.954
H: 3.242 -5.599 0.187
H: -1.715 6.532 -0.996
H: 0.936 -6.873 0.314
H: 2.453 -1.160 -5.242
H: 0.684 5.407 -2.532
H: -5.889 -4.577 -0.152
H: -2.182 1.692 -4.849
H: -1.520 0.453 -5.911
H: -2.216 1.360 4.757
H: 7.185 -0.136 -2.474
H: -0.906 3.518 -3.242
H: -3.069 -1.050 3.071
H: 5.452 -1.918 -2.346
H: -3.267 0.643 2.617
H: 1.501 -0.155 -6.338
H: -3.302 4.714 2.392
H: -3.441 0.432 0.138
H: 6.126 -3.573 2.612

Forces on atoms 1 to 6 (eV/Å):
Eu 0.65 0.37 -0.87
S -0.03 -0.52 0.06
S 0.41 -0.44 -0.07
O -1.51 -0.18 -0.04
O -0.07 -0.05 -0.01
N -0.05 0.41 0.36



Density functional theory data (ωB97M-V/def2-TZVPD) for a molecular structure, C26H64AgCl3O17P4 in a non-equilibrium geometry.

## Properties
Expectation value of S²: 0.754
Charge: +1
Energy above the lowest of the compared OMol25 structures with the same formula, charge and spin in kcal/mol: 0.00
E_HOMO (alpha / beta) in eV: -12.4 / -12.4
Spin multiplicity: 2

Geometry (Å):
Ag: -6.871 -10.684 -30.841
Cl: -11.787 -14.919 -29.598
Cl: -12.842 -12.396 -28.604
Cl: -10.778 -13.796 -27.121
P: -8.332 -9.994 -34.141
P: -13.669 -6.050 -32.209
P: -5.137 -12.075 -27.891
P: -9.365 -5.992 -24.979
O: -10.879 -5.896 -25.445
O: -7.397 -9.925 -35.377
O: -13.216 -6.769 -30.886
O: -12.326 -5.404 -32.739
O: -6.124 -12.520 -26.762
O: -9.049 -8.595 -34.146
O: -14.371 -6.941 -33.119
O: -8.605 -5.825 -26.349
O: -4.234 -13.317 -28.091
O: -9.066 -4.643 -24.236
O: -9.034 -7.184 -24.213
O: -9.392 -11.069 -34.511
O: -4.233 -10.987 -27.213
O: -14.452 -4.760 -31.730
O: -8.840 -10.360 -29.578
O: -7.677 -10.306 -32.863
O: -5.790 -11.664 -29.141
C: -7.521 -10.564 -26.319
C: -10.591 -12.487 -36.039
C: -6.287 -8.982 -35.485
C: -10.087 -9.856 -29.367
C: -15.799 -4.929 -31.230
C: -3.300 -13.823 -27.106
C: -3.909 -9.719 -27.819
C: -8.743 -6.801 -27.379
C: -12.742 -6.059 -28.628
C: -11.928 -6.306 -24.559
C: -7.354 -7.146 -27.863
C: -16.703 -3.898 -31.855
C: -13.045 -6.928 -25.368
C: -1.925 -13.916 -27.733
C: -9.073 -3.391 -24.970
C: -11.420 -13.426 -28.709
C: -12.378 -4.571 -33.920
C: -11.268 -8.955 -33.165
C: -9.966 -8.202 -33.103
C: -2.776 -9.855 -28.835
C: -7.479 -12.029 -26.709
C: -4.980 -9.715 -35.424
C: -8.788 -2.276 -23.980
C: -12.382 -5.383 -35.197
C: -12.197 -6.251 -30.017
C: -9.967 -11.120 -35.836
H: -8.357 -3.403 -25.788
H: -10.076 -3.266 -25.393
H: -9.510 -8.384 -32.125
H: -1.222 -14.256 -26.970
H: -9.230 -10.939 -36.616
H: -17.667 -3.947 -31.351
H: -13.641 -6.168 -25.867
H: -9.432 -6.411 -28.133
H: -10.596 -10.296 -28.502
H: -7.973 -12.205 -27.667
H: -10.728 -10.342 -35.941
H: -4.913 -10.351 -34.539
H: -10.680 -10.072 -30.275
H: -7.353 -7.786 -28.751
H: -9.307 -2.441 -23.043
H: -3.636 -9.036 -27.019
H: -1.909 -14.647 -28.540
H: -11.134 -10.030 -32.985
H: -6.896 -7.723 -27.060
H: -16.277 -2.903 -31.728
H: -10.138 -7.136 -33.226
H: -11.815 -5.309 -30.412
H: -13.281 -3.958 -33.882
H: -13.139 -6.964 -28.189
H: -6.433 -8.466 -36.430
H: -9.814 -13.250 -36.007
H: -16.174 -5.926 -31.468
H: -7.711 -2.279 -23.774
H: -11.779 -8.877 -34.123
H: -10.060 -8.762 -29.249
H: -11.508 -3.921 -33.877
H: -11.349 -6.945 -30.012
H: -11.905 -8.634 -32.338
H: -11.053 -12.516 -37.026
H: -9.208 -7.714 -26.988
H: -3.659 -14.796 -26.784
H: -3.257 -13.121 -26.274
H: -13.729 -7.469 -24.707
H: -13.527 -5.297 -28.663
H: -6.943 -10.417 -25.410
H: -11.356 -12.693 -35.294
H: -6.347 -8.250 -34.680
H: -8.547 -10.216 -26.206
H: -1.959 -10.444 -28.427
H: -12.629 -7.696 -26.017
H: -4.746 -10.305 -36.307
H: -4.171 -8.987 -35.299
H: -10.668 -12.907 -29.288
H: -8.949 -1.312 -24.460
H: -7.972 -12.652 -25.966
H: -7.089 -9.974 -27.134
H: -6.775 -6.257 -28.102
H: -16.785 -4.082 -32.925
H: -4.793 -9.320 -28.321
H: -11.951 -5.555 -28.063
H: -1.607 -12.933 -28.077
H: -11.533 -7.000 -23.810
H: -15.768 -4.810 -30.147
H: -13.257 -6.031 -35.254
H: -3.177 -10.346 -29.723
H: -2.436 -8.856 -29.102
H: -12.443 -4.718 -36.060
H: -12.270 -5.456 -23.960
H: -11.496 -6.013 -35.297

Forces on atoms 1 to 6 (eV/Å):
Ag 0.22 -0.27 -0.13
Cl 0.01 0.19 0.12
Cl -0.06 0.10 0.02
Cl 0.09 0.06 0.15
P -0.21 0.35 -0.16
P 0.19 0.40 0.10



Density functional theory data (ωB97M-V/def2-TZVPD) for a molecular structure, C10H15O10Zn in a non-equilibrium geometry.

## Properties
Charge: -3
Energy above the lowest of the compared OMol25 structures with the same formula, charge and spin in kcal/mol: 0.00
E_HOMO in eV: 1.0
Spin multiplicity: 1

Geometry (Å):
Zn: -0.451 0.358 0.313
O: 2.986 1.254 -1.388
O: -2.631 -0.170 0.789
O: -0.239 2.248 -3.206
O: -1.718 1.726 1.393
O: -0.133 -1.487 -0.765
O: 0.126 -2.551 3.062
O: 1.357 1.465 0.146
O: 1.067 -1.280 -2.648
O: -1.287 1.278 -1.491
O: 0.273 -0.562 2.061
C: -1.223 2.084 -2.463
C: -2.512 2.818 -2.871
C: -3.922 1.117 2.269
C: 3.630 1.211 0.856
C: 2.565 1.340 -0.216
C: 0.713 -1.713 2.338
C: 0.565 -1.940 -1.730
C: 2.053 -2.167 1.749
C: 0.930 -3.412 -1.672
C: -2.702 0.944 1.345
H: -2.935 3.322 -1.990
H: 4.304 2.054 1.020
H: -3.910 2.036 2.866
H: -3.270 2.087 -3.167
H: 3.166 0.957 1.819
H: -4.771 1.204 1.582
H: -2.403 3.610 -3.612
H: -4.033 0.301 2.978
H: 4.220 0.314 0.644
H: 2.320 -1.623 0.845
H: 0.350 -4.004 -0.951
H: 2.831 -2.120 2.519
H: 0.719 -3.903 -2.627
H: 1.960 -3.559 -1.342
H: 2.003 -3.239 1.547

Forces on atoms 1 to 6 (eV/Å):
Zn 0.66 -0.15 -1.25
O 0.14 0.36 0.70
O -0.50 0.01 -0.53
O -0.40 0.68 -0.12
O -0.51 0.80 0.10
O -0.05 -0.41 0.30



Density functional theory data (ωB97M-V/def2-TZVPD) for 2 unconnected molecules or ions with the total composition C3H10O2S in a non-equilibrium geometry.

## Properties
Structure (SMILES): CSCCO.O
Energy above the lowest of the compared OMol25 structures with the same formula, charge and spin in kcal/mol: 9.56
E_HOMO in eV: -8.6
Spin multiplicity: 1

Geometry (Å):
S: -0.571 -0.239 0.023
O: -2.241 -3.058 1.000
O: 2.734 0.271 0.759
C: 1.890 1.112 0.083
C: -1.085 0.392 -1.588
C: 0.432 1.131 0.572
H: -2.506 -3.997 1.129
H: -1.842 1.192 -1.642
H: -0.143 0.769 -2.021
H: 2.467 2.038 0.271
H: -0.068 2.073 0.276
H: 0.438 1.087 1.679
H: -2.149 -2.699 1.911
H: -1.433 -0.463 -2.193
H: 1.809 0.983 -1.014
H: 2.270 -0.593 0.757

Forces on atoms 1 to 6 (eV/Å):
S -0.61 -0.36 0.07
O -0.21 -0.67 1.04
O -0.40 -2.81 0.34
C -0.38 2.33 -0.72
C 0.68 -0.08 -0.75
C 0.52 1.01 0.90



Density functional theory data (ωB97M-V/def2-TZVPD) for a molecular structure, C3H3NO3 in a non-equilibrium geometry.

## Properties
Energy above the lowest of the compared OMol25 structures with the same formula, charge and spin in kcal/mol: 135.13
E_HOMO in eV: -9.5
Spin multiplicity: 1

Geometry (Å):
O: -2.353 0.022 -0.234
O: -0.533 1.569 0.063
O: 2.267 -0.338 -0.119
N: 0.863 1.454 -0.041
C: 0.961 0.115 -0.083
C: -1.007 0.302 -0.153
C: -0.171 -0.695 0.028
H: -0.497 -1.825 0.263
H: 2.737 0.508 -0.275
H: -2.268 -1.111 0.550

Forces on atoms 1 to 6 (eV/Å):
O 0.99 -3.34 3.68
O -1.91 -1.29 -1.87
O -1.07 0.86 -0.36
N -0.88 -3.03 0.02
C 5.46 0.53 1.16
C -4.74 1.35 1.91



Density functional theory data (ωB97M-V/def2-TZVPD) for a molecular structure, C5H7NO in a non-equilibrium geometry.

## Properties
Energy above the lowest of the compared OMol25 structures with the same formula, charge and spin in kcal/mol: 68.26
E_HOMO in eV: -9.6
Spin multiplicity: 1

Geometry (Å):
O: -0.533 -1.793 0.288
N: 1.557 -0.732 0.628
C: 0.364 -0.756 0.253
C: 2.095 0.602 0.387
C: -0.485 0.188 -0.520
C: -1.412 -1.005 -0.543
C: -1.848 0.230 0.167
H: 0.041 0.872 -1.211
H: 1.636 1.321 1.079
H: 1.833 0.978 -0.639
H: -1.905 0.235 1.256
H: -1.897 -1.544 -1.344
H: -2.625 0.821 -0.313
H: 3.179 0.584 0.512

Forces on atoms 1 to 6 (eV/Å):
O -0.08 -0.02 0.10
N -0.47 0.04 0.00
C 0.54 0.01 0.14
C 0.19 0.44 -0.45
C 0.34 0.13 -0.07
C -0.29 -0.01 -0.34